# 1
Computed, not measured: a structure of composition C32H28FN4O3Pd, with ωB97M-V/def2-TZVPD.

Each line ends with the Mulliken charge.
Cartesian coordinates (Å):
Pd 3.16691 0.73753 1.69510  -0.24
F -1.29543 -1.32163 -3.13044  -0.33
C -1.70017 -0.74565 -2.00693  0.60
C -0.66693 -0.20285 -1.26977  -1.25
C -0.89107 0.24585 0.09664  0.54
C 0.19476 0.71676 0.93771  1.52
O 1.34939 0.86560 0.39664  -0.88
C -0.22777 1.11752 2.24825  -0.44
C -1.55952 1.18714 2.63509  -0.01
N -2.55763 0.73160 1.82044  0.37
C -3.90848 0.58957 2.29225  -0.41
C -4.40219 1.28039 3.47846  -0.79
C -4.88181 1.71463 2.07175  -0.45
C -2.25770 0.20870 0.54556  -0.04
C -3.29036 -0.25843 -0.26526  -0.28
C -3.09335 -0.76558 -1.59094  -1.27
N -4.17527 -1.15739 -2.32963  0.31
C -4.10933 -1.14140 -3.81072  -0.67
C -5.45955 -1.40801 -4.59627  -0.59
N -6.52991 -0.68741 -4.07916  -0.80
C -6.52461 -1.34289 -1.71504  -1.05
C -5.19911 -1.99507 -1.61575  -0.88
C 0.73798 1.41781 3.39005  0.39
O 0.25823 1.90315 4.39926  -0.75
O 2.02289 1.17218 3.32411  -0.64
H 0.32348 -0.21074 -1.74503  0.42
H -1.85901 1.73355 3.53028  0.35
H -4.40167 -0.44724 2.08465  0.46
H -3.69051 1.97084 3.94572  0.33
H -5.05721 0.62325 4.06377  0.25
H -4.42777 2.66702 1.80763  0.26
H -5.90867 1.42108 1.83022  0.26
H -4.32306 -0.14933 0.09198  0.93
H -3.34172 -1.82217 -4.15550  0.35
H -3.74988 -0.11479 -4.11324  0.33
H -5.65202 -2.50092 -4.77751  0.22
H -5.27133 -1.12891 -5.68267  0.32
H -7.39256 -0.53072 -4.61288  0.11
H -6.65814 -0.75708 -2.80011  0.22
H -7.37299 -1.99140 -1.70549  0.38
H -6.71866 -0.63944 -0.87920  0.14
H -5.16761 -2.98569 -2.13343  0.39
H -4.83181 -2.16082 -0.61072  0.64
C 4.60730 -2.52459 4.16225  -0.57
C 5.59254 -3.03885 3.28822  -0.70
C 5.82202 -2.44751 2.09174  -0.43
C 5.11262 -1.36590 1.62594  0.24
C 4.12472 -0.82931 2.46319  -0.14
C 3.84717 -1.42413 3.70978  -0.03
C 5.30897 -0.65510 0.38704  1.02
C 6.32555 -0.93185 -0.56146  -0.71
C 6.77456 0.06755 -1.39714  -0.63
C 6.09386 1.30150 -1.35402  0.71
C 6.65502 2.41946 -1.95035  -0.86
C 5.99148 3.64692 -2.00715  -0.51
C 4.72474 3.78239 -1.42803  -0.64
C 4.15262 2.67774 -0.77826  -0.70
C 4.85141 1.45222 -0.64632  0.85
N 4.50312 0.46412 0.20670  -0.02
H 4.31271 -3.00005 5.08286  0.40
H 6.22752 -3.89554 3.56266  0.33
H 6.59494 -2.81917 1.46053  0.30
H 3.08778 -0.96691 4.34603  0.47
H 6.78463 -1.93352 -0.56501  0.36
H 7.61246 -0.06691 -2.10063  0.37
H 7.62737 2.32692 -2.36999  0.40
H 6.45696 4.47403 -2.49716  0.40
H 4.17591 4.73868 -1.40038  0.37
H 3.13321 2.70919 -0.39090  0.39

Its net charge is -1. For the total energy, the calculation gives -1908.5824 a.u. The calculation puts the HOMO energy at -2.30 eV.

=====

# 2
Computed, not measured: a structure of composition C20H34BN8O5S3Zn, with ωB97M-V/def2-TZVPD.

Each line ends with the Mulliken charge.
Cartesian coordinates (Å):
Zn -0.02771 0.53326 0.74205  0.50
C -1.84899 -2.83805 2.09002  -1.20
C -1.40386 -1.71188 2.95022  0.06
N -0.51283 -0.77829 2.70727  0.76
C -0.38813 -0.05977 3.86330  -0.43
C -1.20854 -0.57051 4.81806  -0.99
N -1.84496 -1.62649 4.22963  0.03
H -1.48499 -2.70831 1.07547  -0.06
H -2.93598 -2.90534 2.08485  0.44
H -1.45628 -3.77587 2.48772  0.40
H 0.27435 0.77510 3.92933  0.41
H -1.39632 -0.28151 5.83136  0.42
H -2.60325 -2.15932 4.62136  0.22
C 4.72613 0.25641 3.12710  -0.82
N 3.30953 -0.03369 3.09518  0.06
C 2.91476 -1.40352 3.37405  -0.72
C 2.46199 0.66238 2.39752  0.92
N 1.58947 1.27675 1.95551  -0.70
H 5.11239 -0.02103 4.11192  0.31
H 4.88910 1.31951 2.96201  0.32
H 5.25795 -0.30338 2.35489  0.28
H 3.07595 -1.60783 4.43580  0.33
H 3.50198 -2.09411 2.76671  0.29
H 1.86148 -1.52196 3.12823  0.13
C -3.92395 3.72338 -1.71272  -1.79
C -3.25123 2.46460 -2.26272  1.78
C -4.32863 1.39569 -2.53068  -1.78
C -2.52128 2.79714 -3.57315  -1.77
N -2.25383 2.06765 -1.27340  -0.23
N -1.75565 0.74600 -1.30789  -0.26
H -4.64559 4.12034 -2.42683  0.44
H -3.16244 4.47173 -1.51405  0.39
H -4.42501 3.49823 -0.77265  0.41
H -5.03964 1.75862 -3.26877  0.48
H -4.87675 1.17495 -1.61726  0.30
H -3.89031 0.47243 -2.90676  0.35
H -3.21301 3.21542 -4.30310  0.43
H -2.04858 1.91539 -4.00089  0.39
H -1.73817 3.52142 -3.37184  0.39
H -2.53901 2.29295 -0.32758  -0.02
H -1.11992 0.66427 -2.09787  0.14
H -2.48425 0.03226 -1.41408  0.22
O 4.53813 0.25615 -0.00861  -0.64
S 3.97055 -1.06251 0.00703  1.08
O 4.67771 -1.99771 0.86895  -0.71
N 2.36799 -1.07266 0.37461  0.06
C 1.68561 -1.62576 -0.58258  0.63
S 0.01675 -1.75244 -0.54704  -0.72
C 2.45544 -2.13074 -1.72694  -0.08
C 1.98135 -2.82871 -2.82592  -0.65
C 2.88968 -3.20129 -3.80292  -0.59
C 4.23471 -2.87798 -3.68357  -0.55
C 4.71306 -2.18884 -2.57451  -0.69
C 3.80315 -1.82310 -1.61234  0.23
H 0.92998 -3.06775 -2.89166  0.41
H 2.54656 -3.75435 -4.66713  0.38
H 4.92572 -3.17336 -4.45948  0.39
H 5.76386 -1.95736 -2.47451  0.44
B 1.82657 1.32419 -3.31187  0.33
C 1.31286 1.31515 -1.85130  0.33
N 0.90688 1.24298 -0.76898  -0.05
H 1.18115 2.11460 -3.94291  -0.21
H 1.66506 0.19673 -3.72347  -0.17
H 2.99154 1.60843 -3.29425  -0.18
C -3.73451 0.26006 1.24090  0.34
S -2.79696 1.62164 2.00527  0.94
O -2.89491 1.37625 3.43127  -0.69
O -3.46486 2.83001 1.55635  -0.62
O -1.41054 1.53890 1.49806  -0.64
H -4.68641 0.22359 1.75351  0.46
H -3.16303 -0.64614 1.35576  -0.23
H -3.87910 0.49700 0.20097  -0.45

Its energy above the lowest of the compared OMol25 structures with the same formula, charge and spin is 204.5 kJ/mol. Its net charge is -1. For the total energy, the calculation gives -4595.6033 a.u. The calculation puts the HOMO energy at -5.84 eV.

=====

# 3
Computed, not measured: a structure of composition C19H15BiBrFN2, with ωB97M-V/def2-TZVPD.

Each line ends with the Mulliken charge.
Cartesian coordinates (Å):
Bi 0.14305 -1.53565 0.88520  0.91
C -4.26868 1.10652 4.19491  -0.39
C -4.90617 0.15157 3.41132  -0.58
C -4.26602 -0.38810 2.30857  -0.24
C -2.98039 0.03370 1.99228  0.18
C -2.32870 0.96971 2.78448  -0.06
C -2.97914 1.51468 3.88026  -0.75
N -2.25816 -0.50318 0.88084  0.28
N -2.95485 -0.87038 -0.07156  -0.51
C -2.24252 -1.45632 -1.14807  0.26
C -2.98983 -1.63219 -2.30988  -0.43
C -2.39275 -2.17590 -3.43214  -0.52
C -1.05856 -2.55470 -3.37731  -0.60
C -0.32086 -2.39910 -2.20677  -0.28
C -0.89782 -1.84623 -1.07460  0.14
H -4.77256 1.52468 5.05686  0.38
H -5.90571 -0.17820 3.66458  0.36
H -4.74511 -1.13565 1.69087  0.45
H -1.31947 1.27416 2.52835  0.28
H -2.47891 2.25499 4.49126  0.38
H -4.03016 -1.33017 -2.30586  0.43
H -2.96395 -2.30932 -4.34135  0.37
H -0.58399 -2.98702 -4.25007  0.39
H 0.71254 -2.72242 -2.17799  0.25
Br 2.45072 -2.55257 -0.06200  -0.53
F 5.92612 1.84535 2.31726  -0.33
C 4.69997 1.53584 1.84495  0.37
C 3.73308 1.10185 2.72861  -0.74
C 2.48080 0.78181 2.22977  -0.12
C 2.18229 0.89761 0.87234  0.72
C 0.82444 0.56283 0.33525  -1.52
C 3.18968 1.33577 0.01854  -0.37
C 4.45323 1.65806 0.49504  -0.61
H 3.96695 1.00836 3.78097  0.43
H 1.71804 0.43219 2.92047  0.28
H 0.79538 0.60352 -0.75263  0.45
H 0.05975 1.23999 0.72305  0.51
H 2.98866 1.41915 -1.04309  0.33
H 5.24147 1.99563 -0.16517  0.42

Its energy above the lowest of the compared OMol25 structures with the same formula, charge and spin is 12.8 kJ/mol. For the total energy, the calculation gives -3731.0141 a.u. The calculation puts the HOMO energy at -8.43 eV.

=====

# 4
Computed, not measured: the molecule C3H7F2P, with ωB97M-V/def2-TZVPD.

Each line ends with the Mulliken charge.
Cartesian coordinates (Å):
C -1.86840 0.81031 -0.56442  -1.06
C -0.77015 0.17339 0.26230  0.23
F -0.60481 0.80875 1.43733  -0.32
P 0.94208 0.20805 -0.75359  0.28
C 1.76885 -1.19141 0.19237  -1.11
F 1.67935 1.47337 0.06452  -0.33
H -2.03150 1.87632 -0.16796  0.30
H -1.52018 0.89768 -1.58969  0.35
H -2.74746 0.11418 -0.65604  0.26
H -0.83251 -0.83476 0.68780  0.31
H 1.43855 -2.07019 -0.24352  0.40
H 1.76491 -1.12724 1.33526  0.30
H 2.78126 -1.13846 -0.00436  0.39

Its energy above the lowest of the compared OMol25 structures with the same formula, charge and spin is 32.0 kJ/mol. For the total energy, the calculation gives -659.5706 a.u. The calculation puts the HOMO energy at -9.38 eV.

=====

# 5
Computed, not measured: a structure of composition C9H12F9Na3O15S3, with ωB97M-V/def2-TZVPD.

Each line ends with the Mulliken charge.
Cartesian coordinates (Å):
Na 0.93209 -1.34050 -0.99353  1.08
Na 3.15858 2.35873 2.04503  0.95
Na -0.36628 4.07092 0.43357  0.86
C -1.18554 0.58192 3.03718  0.40
F -2.40875 -0.04316 2.85583  -0.20
F -1.38215 1.84198 3.52759  -0.20
F -0.48664 -0.11937 3.85933  -0.18
S -0.19261 0.80572 1.39206  1.02
O 1.19487 1.38334 1.71590  -0.58
O -0.05378 -0.56549 0.92667  -0.71
O -1.05561 1.60225 0.51532  -0.65
C 0.06046 4.31911 4.97292  0.60
F 0.14798 3.05024 5.44444  -0.22
F -1.23047 4.50949 4.56204  -0.23
F 0.31683 5.10579 6.00817  -0.22
S 1.46853 4.73009 3.65527  1.15
O 1.04618 3.96945 2.54283  -0.51
O 1.48958 6.17037 3.53755  -0.67
O 2.77998 4.25802 4.14732  -0.78
C 3.32525 2.50430 -2.94201  0.38
F 2.32315 2.42021 -3.76710  -0.18
F 4.32720 1.65858 -3.35680  -0.19
F 3.85459 3.81909 -2.88746  -0.21
S 2.55835 1.91639 -1.23410  1.32
O 2.09151 0.55139 -1.51538  -0.76
O 3.70053 1.82485 -0.28272  -0.83
O 1.56467 2.87904 -0.83139  -0.55
C -2.47475 -3.02029 -0.13630  -0.27
O -1.59877 -3.84590 0.65818  -0.32
C -0.40849 -4.19323 0.19537  0.87
O 0.14709 -3.75624 -0.84294  -0.60
O 0.25638 -5.05965 1.00135  -0.36
C 1.59463 -5.61963 0.61632  -0.64
H -1.93472 -2.08758 -0.29920  -0.05
H -3.47911 -2.99557 0.28647  0.29
H -2.45229 -3.49067 -1.11933  0.30
H 1.64110 -6.18179 -0.31637  0.29
H 1.99449 -6.31959 1.34999  0.28
H 2.38631 -4.87101 0.58611  0.26
C -1.08955 -2.67955 -4.72763  -0.59
O -2.07068 -1.75210 -4.38951  -0.35
C -1.91291 -1.18576 -3.21231  0.76
O -0.97291 -1.34541 -2.43593  -0.36
O -2.95411 -0.35138 -3.11872  -0.38
C -3.03371 0.61761 -2.01934  -0.52
H -0.18306 -2.07570 -4.76937  0.27
H -1.27276 -3.21800 -5.65747  0.24
H -0.89040 -3.42689 -3.95957  0.22
H -2.09619 0.84477 -1.51185  0.11
H -3.63898 0.22046 -1.20447  0.30
H -3.53488 1.53025 -2.34187  0.35

For the total energy, the calculation gives -4059.2432 a.u. The calculation puts the HOMO energy at -9.59 eV.

=====

# 6
Computed, not measured: a structure of composition C17H20CeCl3NO4S, with ωB97M-V/def2-TZVPD.

Each line ends with the Mulliken charge.
Cartesian coordinates (Å):
C -0.75596 0.57596 -3.00152  0.71
C -1.59481 -0.56596 -2.81981  0.24
C -0.75927 -1.70598 -2.61875  0.71
C -3.07430 -0.58215 -2.92036  -1.42
C 0.60670 -1.26853 -2.65769  0.64
C 0.60871 0.14925 -2.89016  0.57
C 1.80864 1.00360 -3.06665  -1.58
C -1.24864 1.93300 -3.33476  -1.72
C -1.25524 -3.09682 -2.49439  -1.62
C 1.80003 -2.14333 -2.56232  -1.56
Ce -0.32762 -0.14429 -0.30359  0.34
Cl -2.78821 0.03177 0.15936  -0.36
Cl -0.09291 2.43408 -0.41958  -0.32
Cl 0.05885 -2.66798 0.43606  -0.48
H -3.51217 0.36856 -2.59722  0.34
H -3.51466 -1.36809 -2.29683  0.32
H -3.39649 -0.76120 -3.95455  0.33
H -2.11337 -3.15179 -1.81303  0.34
H -0.49298 -3.76593 -2.08992  0.34
H -1.58557 -3.49998 -3.46108  0.32
H 1.63648 -2.94690 -1.83560  0.36
H 2.67781 -1.58529 -2.22096  0.33
H 2.07031 -2.61723 -3.51636  0.28
H 2.65781 0.61890 -2.49038  0.29
H 1.63421 2.02424 -2.70841  0.40
H 2.13782 1.07455 -4.11363  0.25
H -2.11471 2.19941 -2.71665  0.36
H -1.56586 2.00447 -4.38335  0.32
H -0.48745 2.69497 -3.15414  0.37
O 2.59537 4.03153 -0.44922  -1.06
H 3.54506 4.05679 -0.18160  0.07
O -1.60101 -1.16442 2.63791  -0.65
C -0.64666 -0.42230 2.86251  0.77
N 0.18332 0.20105 1.94661  0.24
S 1.47173 1.10852 2.54060  1.10
O 2.68579 0.43896 2.09851  -0.66
O 1.32494 2.50496 2.30089  -0.51
C 0.96087 0.74677 4.20609  0.20
C 1.50137 1.23344 5.39488  -0.67
C 0.87895 0.83221 6.58864  -0.43
C -0.24741 0.00180 6.59086  -0.51
C -0.78568 -0.43892 5.39437  -0.53
C -0.16646 -0.03967 4.20601  -0.11
H 2.37522 1.88518 5.36244  0.42
H 1.27941 1.17083 7.52654  0.37
H -0.71655 -0.30857 7.52298  0.36
H -1.65543 -1.07946 5.29724  0.48

Its energy above the lowest of the compared OMol25 structures with the same formula, charge and spin is 34.9 kJ/mol. Its net charge is -2. For the total energy, the calculation gives -3269.5514 a.u. The calculation puts the HOMO energy at 0.23 eV.